No. 1
DFT (wB97M-V/def2-TZVPD) results for one molecule with the formula C2H2F2S in a non-equilibrium geometry.

```
7
Properties=species:S:1:pos:R:3:forces:R:3:nbo_charge:R:1
C -0.178 0.031 -1.302 0.5 -1.0 -1.3 -0.128
C 0.204 0.225 1.330 3.0 1.6 2.9 -0.095
F 0.447 -0.507 -2.416 -0.1 0.3 -0.2 -0.368
F -1.016 -0.144 1.571 -1.8 -0.5 -0.1 -0.307
S 1.011 0.026 -0.073 -1.0 0.2 -0.3 0.520
H -1.208 -0.349 -1.345 0.4 0.4 0.9 0.193
H 0.740 0.717 2.236 -1.0 -1.0 -1.9 0.185
```
Forces are in eV/Å.

The calculation puts the orbital gap (spin up / spin down) at 8.275 / 7.780 eV. The value obtained for the energy relative to the best compared isomer or geometry (same formula, charge and spin) is 73.0 kcal/mol. The charge is 0.


No. 2
DFT (wB97M-V/def2-TZVPD) results for C11H11ClFN3OPdS as an isolated structure in a non-equilibrium geometry.

```
30
Properties=species:S:1:pos:R:3:forces:R:3:nbo_charge:R:1
C -3.054 1.465 -0.076 -0.3 -0.1 -0.2 -0.437
N -2.249 0.537 -0.853 0.5 0.1 0.9 -0.471
C -0.857 0.878 -1.103 0.1 -0.1 -0.5 -0.291
C 0.087 -0.061 -0.402 0.2 -0.6 -0.1 0.100
C 0.509 -1.262 -1.014 -0.4 0.6 -0.1 -0.069
C 0.007 -1.665 -2.384 1.0 -0.5 0.3 -0.675
C 1.428 -2.088 -0.326 -0.1 0.2 0.5 0.533
F 1.915 -3.195 -0.841 0.5 0.4 -0.5 -0.232
C 1.929 -1.756 0.962 0.2 -0.2 0.4 0.004
N 2.783 -2.437 1.716 -0.1 -0.2 -0.6 -0.503
S 2.989 -1.594 3.061 -0.3 0.5 0.1 1.152
N 2.008 -0.354 2.757 0.3 -0.2 0.3 -0.510
C 1.488 -0.561 1.549 -0.2 0.4 0.0 0.099
C 0.558 0.301 0.902 -0.2 -0.2 0.3 0.259
C 0.189 1.541 1.604 -0.3 -0.4 -0.2 -0.603
C 1.304 2.576 1.307 -0.9 0.5 0.0 0.529
O 2.429 2.275 1.253 1.6 -0.5 0.0 -0.449
Cl 0.743 4.180 1.050 -0.3 0.2 0.0 0.086
H -4.095 1.172 -0.161 -0.1 -0.1 0.0 0.254
H -2.822 1.471 0.993 0.1 0.0 0.1 0.198
H -2.974 2.468 -0.477 0.2 0.2 -0.1 0.231
H -2.372 -0.419 -0.545 -0.1 -0.1 -0.2 0.379
H -0.651 1.894 -0.785 -0.1 0.3 0.1 0.242
H -0.664 0.887 -2.171 0.1 0.0 -0.2 0.230
H -0.415 -0.844 -2.936 -0.3 0.1 -0.1 0.282
H 0.859 -2.029 -2.968 0.0 0.1 -0.2 0.263
H -0.731 -2.491 -2.333 -0.4 0.5 -0.1 0.201
H 0.197 1.362 2.677 0.1 0.2 0.2 0.311
H -0.772 1.925 1.296 -0.2 0.2 0.0 0.272
Pd 0.234 -4.177 -1.753 -0.5 -0.9 0.1 0.616
```
Forces are in eV/Å.

The calculation puts the orbital gap at 3.647 eV. The charge is +2.


No. 3
DFT (wB97M-V/def2-TZVPD) results for a 3-piece molecular cluster, C28H53FN2O7S2 overall in a non-equilibrium geometry.

```
93
Properties=species:S:1:pos:R:3:forces:R:3:lowdin_charge:R:1
C -4.259 -3.127 -0.703 0.8 1.4 -0.1 0.028
C -4.834 -2.491 -1.949 1.2 -0.2 1.2 -0.548
O -5.677 -3.037 -2.552 -2.2 -1.2 -1.7 0.137
O -4.359 -1.299 -2.421 0.1 0.6 0.3 -0.030
C -4.777 -0.179 -1.618 0.1 -0.3 1.0 -0.152
C -3.832 0.017 -0.412 0.2 0.4 -0.8 -0.172
C -3.232 1.426 -0.289 -0.3 -0.5 0.5 -0.210
C -1.970 1.348 0.571 0.2 0.3 -0.9 -0.214
C -1.195 2.677 0.661 -0.9 -0.7 1.3 -0.201
C -0.433 2.759 1.991 1.0 0.4 -0.3 -0.203
C 0.979 2.120 1.935 -0.3 0.3 -0.7 -0.196
C 2.075 3.103 2.371 -0.6 -0.9 1.2 -0.157
C 3.398 2.458 2.838 0.2 1.5 -2.3 -0.171
C 4.586 3.357 2.341 0.1 0.5 0.3 -0.070
C 5.765 2.365 1.958 -0.7 1.3 2.0 -0.408
C 5.892 2.318 0.430 -0.1 -1.1 -0.1 -0.109
C 6.212 0.937 -0.162 0.3 0.1 -0.2 -0.195
C 7.704 0.642 -0.300 0.0 -0.1 -0.5 -0.189
C 8.431 1.468 -1.379 0.3 -0.1 -0.1 -0.288
N 7.571 1.841 -2.514 0.1 0.1 0.4 -0.009
C 7.009 2.793 2.720 1.2 1.0 -1.2 -0.318
C 7.570 4.148 2.235 -0.1 -0.3 0.4 -0.014
F 6.738 2.913 4.077 -0.3 -0.4 0.3 -0.013
N 5.308 1.108 2.557 -0.6 -1.3 -1.2 0.096
C 3.879 1.131 2.206 1.3 2.1 2.9 -0.404
O 3.316 0.317 1.599 -1.4 -1.9 -1.7 0.179
H -4.676 -2.613 0.166 -0.2 -0.2 0.1 0.091
H -4.463 -4.184 -0.662 -0.2 -0.1 -0.1 0.096
H -3.187 -2.921 -0.673 -0.3 -0.3 0.1 0.033
H -4.827 0.695 -2.261 0.3 0.0 -0.2 0.121
H -5.793 -0.352 -1.246 -0.1 -0.1 -0.2 0.123
H -3.009 -0.684 -0.551 0.0 -0.1 0.0 0.090
H -4.321 -0.264 0.521 0.0 0.1 0.0 0.118
H -3.014 1.876 -1.260 0.1 -0.2 -0.1 0.114
H -3.987 2.063 0.183 0.2 0.2 0.0 0.116
H -2.233 0.956 1.554 0.0 0.1 0.1 0.117
H -1.317 0.600 0.110 0.0 -0.1 0.1 0.104
H -0.521 2.774 -0.187 0.0 0.2 -0.1 0.108
H -1.930 3.484 0.653 0.1 0.1 -0.2 0.105
H -1.001 2.321 2.809 -0.2 0.0 0.0 0.106
H -0.296 3.816 2.240 -0.1 0.0 0.1 0.098
H 1.024 1.173 2.468 0.0 0.1 0.2 0.111
H 1.165 1.874 0.886 0.1 -0.3 0.1 0.102
H 2.217 3.864 1.609 0.2 -0.1 -0.2 0.111
H 1.675 3.647 3.233 0.1 0.1 0.0 0.113
H 3.440 2.426 3.923 0.0 -0.5 0.1 0.148
H 4.315 3.974 1.485 -0.3 -0.3 -0.2 0.104
H 4.824 4.116 3.089 0.4 -0.3 0.2 0.121
H 6.631 3.035 0.072 0.0 0.1 0.1 0.105
H 4.937 2.637 0.012 0.0 0.0 0.0 0.119
H 5.762 0.115 0.388 -0.2 0.2 0.3 0.098
H 5.761 0.902 -1.153 0.1 -0.1 -0.1 0.101
H 7.802 -0.409 -0.576 0.0 -0.1 0.0 0.106
H 8.245 0.759 0.642 -0.1 0.0 0.1 0.101
H 8.942 2.339 -0.945 -0.2 0.0 0.1 0.097
H 9.229 0.841 -1.779 0.1 0.0 0.0 0.103
H 6.973 2.602 -2.204 -0.1 -0.1 -0.3 0.055
H 8.154 2.221 -3.252 -0.1 0.0 0.0 0.065
H 7.822 2.074 2.618 -0.3 -0.4 0.2 0.138
H 6.962 4.582 1.446 0.1 0.1 -0.1 0.073
H 8.606 4.023 1.926 -0.1 0.1 -0.3 0.078
H 7.581 4.848 3.068 -0.1 0.0 0.1 0.084
H 5.251 1.191 3.570 0.7 0.2 0.0 0.124
O -7.545 -4.030 0.976 0.1 0.1 0.3 -0.318
S -8.604 -3.062 0.838 0.0 0.1 0.2 0.649
O -8.636 -1.846 1.613 0.3 -0.1 0.2 -0.330
C -8.748 -2.656 -0.875 -0.1 0.0 -0.7 -0.236
C -9.733 -3.685 -1.422 -0.1 -0.1 0.2 -0.211
C -10.851 -3.795 -0.368 0.1 0.0 0.0 -0.211
C -10.170 -3.915 1.010 -0.5 -0.1 -0.3 -0.220
H -7.762 -2.703 -1.337 0.0 0.0 0.1 0.084
H -9.152 -1.646 -0.945 0.0 0.0 0.1 0.111
H -10.116 -3.389 -2.398 0.0 0.0 0.0 0.115
H -9.239 -4.652 -1.533 0.1 0.0 0.0 0.122
H -11.472 -2.897 -0.397 0.0 0.0 0.0 0.114
H -11.502 -4.648 -0.559 0.0 0.0 0.0 0.110
H -10.750 -3.444 1.799 0.1 0.0 0.1 0.100
H -9.964 -4.951 1.270 0.1 0.0 0.0 0.103
O -1.543 -3.810 -2.733 -0.2 0.0 0.2 -0.302
S -0.707 -3.049 -1.841 0.5 0.1 -0.1 0.669
O -1.143 -2.684 -0.515 -0.1 -0.1 0.0 -0.334
C 0.888 -3.848 -1.726 0.3 -0.1 -0.1 -0.226
C 1.699 -3.233 -2.862 -0.1 0.1 -0.1 -0.219
C 1.388 -1.731 -2.832 0.1 0.0 0.1 -0.210
C -0.133 -1.581 -2.700 0.3 0.3 -0.2 -0.211
H 0.763 -4.925 -1.815 -0.2 0.0 0.1 0.109
H 1.314 -3.597 -0.755 -0.1 0.0 0.0 0.109
H 2.764 -3.428 -2.742 0.0 0.0 0.0 0.116
H 1.384 -3.658 -3.818 0.0 0.0 0.0 0.119
H 1.880 -1.275 -1.970 0.0 0.0 0.0 0.117
H 1.755 -1.225 -3.724 0.0 0.0 0.0 0.114
H -0.406 -0.701 -2.121 -0.2 -0.1 0.0 0.094
H -0.622 -1.552 -3.672 -0.1 -0.1 0.1 0.109
```
Forces are in eV/Å.

The calculation puts the orbital gap at 10.096 eV. As for the structure (SMILES): CC(=O)OCCCCCCCC[C@@H]1C[C@@](CCCCN)([C@@H](C)F)NC1=O.O=S1(=O)CCCC1.O=S1(=O)CCCC1. The charge is 0.


No. 4
DFT (wB97M-V/def2-TZVPD) results for a 2-piece molecular cluster, C12H25Br2Cl2N3Si overall.

```
45
Properties=species:S:1:pos:R:3:forces:R:3:nbo_charge:R:1
H -2.297 1.140 0.309 0.0 0.1 0.0 0.317
N -3.139 0.680 0.663 0.1 -0.2 0.0 -0.651
C -2.949 -0.575 0.765 -0.2 0.1 0.0 0.344
C -4.049 -1.434 1.323 0.4 0.1 0.1 -0.669
C -1.666 -1.277 0.405 0.0 0.3 -0.2 -0.983
Si -1.107 -1.099 -1.434 0.2 -0.6 0.4 1.976
N -0.673 -2.687 -2.041 -0.5 0.4 0.4 -1.272
N 0.291 -0.087 -1.469 -0.5 -0.1 0.1 -1.091
C 1.460 -0.634 -0.758 -0.1 0.0 -0.1 -0.202
C 2.151 0.386 0.136 0.2 0.2 -0.4 -0.412
C 2.330 1.776 -0.502 -0.4 0.2 0.2 -0.412
C 1.335 2.799 0.062 0.1 -0.3 -0.1 -0.598
C -2.574 -0.504 -2.441 0.1 0.6 -0.4 -0.595
Br -4.004 -1.795 -2.441 0.1 0.0 0.1 0.038
C -2.814 0.612 -3.137 -0.1 -0.3 0.3 -0.013
C -4.064 0.945 -3.904 0.5 0.1 0.3 -0.678
Br -1.511 2.002 -3.149 0.0 0.0 0.0 0.070
H -4.235 -2.286 0.675 -0.1 -0.1 -0.1 0.220
H -4.944 -0.845 1.481 -0.1 0.0 0.0 0.234
H -3.698 -1.841 2.274 -0.1 0.0 0.1 0.219
H -0.874 -0.810 0.997 0.1 0.0 0.0 0.254
H -1.693 -2.323 0.704 -0.1 -0.1 0.0 0.236
H -1.506 -3.125 -2.421 0.1 -0.1 -0.2 0.390
H -0.415 -3.274 -1.255 0.3 -0.2 -0.1 0.377
H 0.053 0.835 -1.132 0.2 0.2 -0.2 0.391
H 2.165 -1.021 -1.493 0.0 0.0 -0.1 0.194
H 1.175 -1.493 -0.138 0.1 -0.1 0.1 0.166
H 1.609 0.502 1.072 0.0 -0.1 0.1 0.203
H 3.140 -0.007 0.373 0.0 -0.1 0.2 0.213
H 3.325 2.158 -0.285 0.2 -0.1 -0.1 0.208
H 2.224 1.722 -1.584 0.1 -0.1 -0.1 0.208
H 0.306 2.441 0.019 -0.1 0.0 0.0 0.183
H 1.559 2.973 1.113 0.0 0.1 0.1 0.208
H 1.367 3.743 -0.477 0.1 0.1 0.0 0.211
H -4.893 1.033 -3.205 -0.2 -0.1 0.0 0.243
H -3.943 1.895 -4.410 -0.1 0.0 -0.2 0.234
H -4.265 0.151 -4.617 -0.2 0.0 -0.1 0.238
Cl 5.205 1.468 2.463 0.0 0.0 0.0 -0.060
C 5.175 0.399 3.889 0.1 0.0 0.0 -0.386
C 4.186 -0.725 3.728 0.0 -0.1 0.0 -0.387
Cl 2.506 -0.134 3.729 -0.1 0.0 0.1 -0.058
H 4.942 1.010 4.757 0.0 0.0 0.0 0.225
H 6.178 -0.009 4.004 0.0 0.0 0.0 0.224
H 4.282 -1.425 4.556 0.0 0.0 0.0 0.225
H 4.349 -1.261 2.796 0.0 0.0 0.0 0.223
```
Forces are in eV/Å.

The calculation puts the orbital gap at 9.501 eV. As for the structure (SMILES): [H]/N=C(/C)C[Si@](N)(NCCCC)/C(Br)=C(/C)Br.ClCCCl. The charge is 0.


No. 5
DFT (wB97M-V/def2-TZVPD) results for C4H8F2HgNO8S2 as an isolated structure in a non-equilibrium geometry.

```
26
Properties=species:S:1:pos:R:3:forces:R:3:nbo_charge:R:1
Hg -0.245 -0.166 0.028 0.0 0.0 0.1 0.039
O 3.148 0.205 2.481 0.7 -2.7 1.3 -0.644
C 3.628 -0.865 3.250 -0.6 3.2 -1.9 -0.086
C 2.848 -2.289 3.351 -3.3 -2.5 -3.0 -0.101
O 2.215 -2.863 2.189 2.0 1.8 2.5 -0.653
H 3.720 -0.434 4.247 0.0 -0.7 0.9 0.122
H 4.612 -1.188 2.910 0.4 -0.2 -0.4 0.128
H 2.041 -2.175 4.074 -0.3 0.8 0.4 0.148
H 3.470 -3.091 3.749 1.1 0.4 0.3 0.118
O -3.992 -0.876 1.712 -1.5 3.1 2.0 -0.685
C -4.705 0.236 2.297 0.8 -3.2 -2.4 -0.094
C -3.966 1.551 2.795 3.3 2.2 -1.7 -0.098
O -3.022 2.196 1.943 -2.1 -1.6 1.3 -0.671
H -5.396 -0.093 3.072 0.3 -0.2 1.3 0.104
H -5.465 0.581 1.596 0.2 0.7 -1.0 0.122
H -3.418 1.351 3.716 0.0 -0.8 0.5 0.139
H -4.708 2.313 3.034 -1.0 -0.2 0.1 0.112
N 0.699 0.412 -4.180 3.7 2.2 -0.6 -1.039
S 0.175 -0.123 -5.497 -4.1 -3.4 -4.0 2.428
O 1.105 -0.668 -6.497 -0.6 0.7 1.5 -0.950
O -0.951 0.598 -6.053 0.7 -0.3 0.3 -0.954
F -0.531 -1.429 -4.882 0.2 0.0 -0.2 -0.517
S 1.929 1.340 -4.885 1.3 3.6 2.1 2.371
O 1.564 2.311 -5.927 0.3 -2.3 0.7 -0.921
O 3.275 0.811 -4.864 -1.6 -0.3 -0.5 -0.908
F 1.968 2.355 -3.657 0.1 -0.2 0.4 -0.511
```
Forces are in eV/Å.

The calculation puts the orbital gap at 2.063 eV. The value obtained for the energy relative to the best compared isomer or geometry (same formula, charge and spin) is 0.8 kcal/mol. The charge is -3.


No. 6
DFT (wB97M-V/def2-TZVPD) results for a 5-piece molecular cluster, C28H51N2O10 overall in a non-equilibrium geometry.

```
91
Properties=species:S:1:pos:R:3:forces:R:3:lowdin_charge:R:1
C 5.346 -2.014 -0.260 0.2 -0.5 -1.1 -0.094
O 4.200 -1.869 0.653 -0.9 0.6 -2.4 -0.248
C 2.923 -1.750 -0.118 -0.2 -0.9 1.6 -0.131
C 2.455 -3.259 -0.666 3.1 1.1 1.4 -0.179
C 2.705 -4.285 0.586 1.0 0.3 0.3 -0.112
O 2.002 -5.572 0.499 -1.1 2.2 -0.7 -0.153
C 0.740 -5.483 -0.247 -1.1 -1.3 -0.7 -0.264
C 1.029 -6.152 -1.736 1.0 -0.1 0.4 -0.046
C 0.056 -3.995 -0.299 -1.0 -0.6 1.3 -0.177
C -1.495 -3.959 -0.835 -3.9 0.4 -0.9 -0.072
C -2.617 -3.134 0.091 -0.8 -2.5 -4.0 0.014
C -4.162 -3.157 -0.454 2.3 -0.9 -0.8 -0.089
N -4.696 -3.804 -1.700 6.3 -0.5 1.8 -0.005
C -3.667 -4.550 -2.502 1.5 1.0 1.9 -0.084
C -2.062 -4.693 -2.202 -2.3 2.5 3.2 0.009
N 1.012 -3.106 -1.096 0.0 0.4 -1.6 0.077
H 5.443 -3.166 -0.524 0.2 2.4 0.5 0.106
H 5.093 -1.450 -1.266 0.7 -1.0 1.9 0.086
H 6.365 -1.587 0.189 -2.6 -1.0 -0.7 0.126
H 2.989 -0.954 -0.973 -0.1 -1.5 1.5 0.134
H 2.108 -1.451 0.702 1.8 -0.4 -1.9 0.150
H 3.206 -3.518 -1.528 -2.1 0.2 1.2 0.163
H 2.481 -3.756 1.621 0.2 -1.0 -2.2 0.155
H 3.873 -4.529 0.589 -2.7 0.5 0.0 0.158
H -0.066 -6.201 0.264 1.9 1.8 -0.8 0.177
H 0.470 -7.183 -1.790 0.9 2.3 -0.3 0.104
H 2.194 -6.401 -1.796 -2.6 0.6 0.2 0.115
H 0.811 -5.431 -2.632 0.1 -1.6 1.6 0.066
H 0.032 -3.521 0.796 0.1 -1.1 -2.4 0.184
H -2.310 -2.594 1.099 -0.8 -1.3 -2.4 0.106
H -4.959 -2.587 0.229 1.9 -1.5 -1.9 0.115
H -4.061 -5.102 -3.485 0.8 1.5 2.5 0.118
H -1.346 -5.286 -2.913 -1.7 1.2 1.5 0.077
H 0.987 -3.315 -2.139 -0.3 0.0 1.6 0.189
H 0.748 -2.077 -1.027 -0.1 -1.0 0.2 0.132
O 0.013 -0.346 -0.385 -0.8 0.5 0.2 0.020
C -0.826 0.535 -0.574 -0.4 -0.2 0.4 -0.476
O -1.586 0.986 0.446 1.5 -0.9 -0.3 0.001
C -2.488 2.104 0.359 -0.7 0.4 -0.2 -0.208
C -3.812 1.687 -0.249 0.0 -0.1 -0.2 -0.053
C -1.067 1.060 -1.957 0.3 0.6 -0.3 0.020
H -2.022 2.942 -0.168 0.0 -0.2 0.0 0.124
H -2.658 2.444 1.386 0.2 -0.2 -0.1 0.123
H -3.690 1.316 -1.270 0.0 0.1 0.0 0.070
H -4.509 2.529 -0.271 0.1 -0.1 0.1 0.066
H -4.259 0.872 0.329 0.0 0.2 0.0 0.087
H -1.688 0.346 -2.507 0.1 0.1 0.1 0.107
H -0.102 1.167 -2.462 -0.2 -0.3 0.1 0.093
H -1.534 2.042 -1.984 -0.2 -0.2 0.0 0.078
O 4.236 -2.574 -3.952 0.7 1.6 -0.8 0.053
C 4.564 -1.491 -4.438 0.1 -1.3 0.4 -0.504
O 5.607 -1.413 -5.291 -0.6 -0.7 0.3 0.005
C 5.978 -0.229 -6.019 0.2 0.4 0.0 -0.221
C 6.806 0.702 -5.155 0.0 0.0 0.3 -0.064
C 3.858 -0.235 -4.025 -0.6 0.4 -0.3 0.000
H 5.098 0.259 -6.448 0.0 -0.1 0.2 0.118
H 6.587 -0.564 -6.866 -0.2 -0.2 0.3 0.130
H 6.247 1.046 -4.280 0.0 0.1 -0.1 0.066
H 7.123 1.579 -5.726 0.0 -0.1 0.0 0.088
H 7.693 0.185 -4.776 -0.1 0.0 -0.2 0.089
H 4.237 0.084 -3.050 0.0 0.0 -0.1 0.083
H 2.787 -0.448 -3.946 0.2 -0.1 0.2 0.089
H 3.953 0.582 -4.736 0.2 0.0 0.1 0.073
O -6.209 3.630 0.827 0.6 0.9 1.8 0.059
C -6.133 4.126 1.950 0.0 -0.7 -1.2 -0.494
O -4.949 4.573 2.422 -0.1 -0.2 -0.8 -0.005
C -4.782 5.293 3.656 0.1 0.2 0.5 -0.229
C -4.726 4.343 4.836 -0.2 -0.4 0.0 -0.074
C -7.339 4.168 2.839 -0.5 0.5 0.1 0.007
H -5.551 6.064 3.766 -0.1 -0.2 -0.1 0.119
H -3.826 5.821 3.578 -0.3 -0.3 -0.2 0.104
H -5.653 3.773 4.941 -0.1 0.2 0.0 0.067
H -4.554 4.892 5.766 0.0 0.0 -0.1 0.090
H -3.923 3.612 4.702 -0.1 0.3 0.0 0.063
H -7.491 3.179 3.283 0.0 0.1 -0.1 0.101
H -8.210 4.431 2.231 0.2 -0.3 0.0 0.097
H -7.284 4.914 3.628 0.1 -0.2 0.1 0.070
O -1.937 4.811 4.209 2.6 -0.7 -0.1 0.068
C -0.833 4.268 4.240 -1.4 0.7 -0.2 -0.475
O 0.257 4.906 3.763 -0.5 0.4 0.2 0.004
C 1.606 4.418 3.882 0.1 -0.2 -0.1 -0.223
C 1.912 3.398 2.803 -0.1 -0.2 -0.1 -0.070
C -0.700 2.859 4.736 0.2 -0.3 0.6 0.014
H 1.797 4.041 4.892 -0.1 0.0 -0.1 0.119
H 2.261 5.286 3.750 -0.4 0.0 0.0 0.127
H 1.264 2.521 2.880 0.1 0.0 0.1 0.064
H 2.951 3.065 2.871 -0.1 0.1 0.0 0.084
H 1.741 3.828 1.811 0.1 0.1 0.2 0.083
H -1.020 2.171 3.948 0.0 0.1 0.1 0.094
H -1.346 2.736 5.611 -0.1 0.0 -0.3 0.099
H 0.304 2.596 5.061 0.0 0.0 -0.2 0.071
```
Forces are in eV/Å.

The calculation puts the orbital gap at 8.550 eV. The charge is +1.


> What is the formula in the second record?

C11H11ClFN3OPdS